1.
C12H35ClN9O17S | wB97M-V/def2-TZVPD

Atoms and positions in Å:
C (0.3649, -3.6865, 2.2280)
C (0.0040, -2.5468, 1.0996)
O (0.9057, -2.5946, -0.0990)
S (1.8944, -1.1829, 0.1275)
Cl (2.5904, -0.4388, -1.6991)
C (3.3342, -1.7982, 1.1548)
N (3.6112, -1.0093, 2.4153)
C (2.3573, -0.6792, 3.1942)
H (0.1155, -3.2992, 3.3292)
H (1.4997, -4.0194, 2.2034)
H (-0.2765, -4.6533, 2.0036)
H (0.0608, -1.4383, 1.5377)
H (-1.1205, -2.7086, 0.7454)
H (3.2449, -2.9366, 1.4111)
H (4.3061, -1.6789, 0.4718)
H (4.1381, -1.6915, 3.0397)
H (2.7183, -0.1806, 4.2171)
H (1.7313, -1.6307, 3.5276)
H (1.6739, 0.1483, 2.6832)
C (2.8610, 1.5071, -4.4848)
N (3.7367, 2.6644, -4.8124)
O (4.6691, 2.4638, -5.5993)
O (3.4633, 3.7416, -4.2702)
H (3.2164, 0.6298, -5.0295)
H (2.9217, 1.3425, -3.4071)
H (1.8451, 1.7655, -4.7906)
C (-4.1171, -3.8576, -1.6260)
N (-3.7223, -3.3205, -0.2959)
O (-3.0768, -4.0684, 0.4477)
O (-4.0715, -2.1631, -0.0359)
H (-3.7454, -4.8803, -1.7185)
H (-5.2075, -3.8374, -1.6792)
H (-3.6703, -3.2145, -2.3870)
C (4.9088, 5.2979, -6.5577)
N (5.5122, 6.6523, -6.6806)
O (5.5154, 7.3644, -5.6698)
O (5.9655, 6.9622, -7.7885)
H (4.5528, 5.1613, -5.5343)
H (4.0793, 5.2411, -7.2653)
H (5.6853, 4.5683, -6.7964)
C (1.6051, 3.8432, 2.2488)
N (1.0419, 2.8477, 3.2004)
O (1.7559, 2.5058, 4.1503)
O (-0.1010, 2.4376, 2.9668)
H (2.6113, 4.1142, 2.5754)
H (1.6326, 3.3769, 1.2619)
H (0.9486, 4.7156, 2.2578)
C (-7.1473, -1.3398, 1.2279)
N (-8.0993, -2.2500, 0.5359)
O (-9.3055, -2.0659, 0.7361)
O (-7.6087, -3.1236, -0.1887)
H (-7.7147, -0.6251, 1.8279)
H (-6.5069, -1.9544, 1.8637)
H (-6.5673, -0.8240, 0.4600)
C (5.0991, -2.0217, -6.8157)
N (3.6846, -1.5617, -6.8499)
O (2.9109, -2.0483, -6.0171)
O (3.3910, -0.7251, -7.7117)
H (5.2135, -2.7529, -6.0127)
H (5.3219, -2.4745, -7.7840)
H (5.7259, -1.1466, -6.6327)
C (0.2817, 0.1217, 6.9536)
N (1.2192, -0.7899, 6.2440)
O (0.7236, -1.6441, 5.4998)
O (2.4262, -0.6222, 6.4540)
H (-0.7420, -0.1387, 6.6765)
H (0.4375, -0.0147, 8.0257)
H (0.5172, 1.1422, 6.6447)
C (-8.8259, 1.5294, 4.1330)
N (-7.3461, 1.6326, 4.0189)
O (-6.8657, 1.6444, 2.8796)
O (-6.7085, 1.6988, 5.0763)
H (-9.2549, 1.4791, 3.1300)
H (-9.0506, 0.6204, 4.6946)
H (-9.1786, 2.4188, 4.6592)

The LUMO energy is -5.8859 eV. As for the calculated total energy: -84553.27448 eV. The net charge is +1.

Löwdin atomic charge list, values in e, 2 entries: -0.0735, -0.2558

2.
C12H35NO6 | wB97M-V/def2-TZVPD

Atoms and positions in Å:
C (-3.2901, 2.9180, -0.5810)
C (-1.8966, 2.2983, -0.8954)
C (-1.2204, 1.7766, 0.4156)
C (-2.0316, 1.0339, -1.8210)
C (-2.2168, 1.2272, -3.3228)
C (-1.0402, 2.1283, -3.8047)
C (-1.0188, 3.4946, -3.0580)
C (0.3386, 4.1623, -3.5170)
C (-2.0929, 4.4096, -3.5505)
N (-0.9506, 3.2131, -1.6351)
O (-0.6449, 4.2981, -0.8614)
H (-3.8140, 3.1799, -1.5002)
H (-3.9072, 2.2491, 0.0190)
H (-3.1879, 3.9131, -0.1482)
H (-0.4819, 0.9947, 0.2383)
H (-0.6649, 2.5315, 0.9720)
H (-1.9878, 1.3767, 1.0784)
H (-1.1888, 0.4013, -1.5425)
H (-2.9097, 0.5438, -1.4006)
H (-2.1163, 0.2967, -3.8815)
H (-3.1935, 1.6254, -3.5976)
H (-1.1342, 2.2562, -4.8830)
H (-0.1153, 1.5548, -3.7424)
H (0.6073, 5.0766, -2.9878)
H (0.3139, 4.5162, -4.5477)
H (1.1482, 3.4415, -3.4026)
H (-1.9650, 4.7422, -4.5806)
H (-2.1498, 5.3288, -2.9674)
H (-3.0887, 3.9799, -3.4418)
H (0.2535, 4.0819, -0.6012)
C (3.4009, -3.2430, -1.7390)
O (2.2841, -2.4219, -1.4621)
H (3.1455, -4.2786, -1.5143)
H (3.7743, -3.0891, -2.7514)
H (4.2201, -2.9071, -1.1033)
H (2.5215, -1.4946, -1.5358)
C (-1.5581, -3.9204, 4.6648)
O (-1.3171, -2.5223, 4.6268)
H (-2.6262, -4.0896, 4.8012)
H (-1.2654, -4.3521, 3.7077)
H (-0.9620, -4.4051, 5.4380)
H (-1.7909, -2.2416, 5.4131)
C (4.4204, -3.0393, 5.7391)
O (4.0694, -1.9082, 4.9167)
H (4.4312, -2.7377, 6.7865)
H (3.7884, -3.9222, 5.6425)
H (5.4713, -3.2856, 5.5873)
H (3.5905, -2.0875, 4.1042)
O (2.0464, -6.4506, 2.4787)
H (1.8683, -6.8550, 1.6296)
H (2.1425, -5.5181, 2.2850)
O (1.6634, -2.8792, 2.1105)
H (0.8289, -2.6905, 2.5399)
H (1.4992, -2.7110, 1.1826)

The LUMO energy is 0.3021 eV. As for the calculated total energy: -26783.44537 eV. As for the SMILES: CC1(C)CCCC(C)(C)N1O.CO.CO.CO.O.O. The energy above the lowest of the compared OMol25 structures with the same formula, charge and spin comes out at 103.3 kJ/mol.

natural (NBO) atomic charge list, values in e, 2 entries: -0.6486, 0.1483

3.
C12H36BO18 | wB97M-V/def2-TZVPD

Atoms and positions in Å:
O (1.1639, -1.4604, 4.3796)
C (1.4496, -0.8474, 3.3956)
O (0.6391, -0.6520, 2.3588)
B (1.2915, 0.2548, 1.3787)
O (2.5245, 0.6870, 2.0772)
C (2.6855, 0.0228, 3.1921)
O (3.6061, 0.0711, 3.9559)
O (0.3627, 1.3426, 1.0199)
C (-0.0103, 1.2093, -0.2347)
O (-0.6867, 1.9655, -0.8624)
C (0.8599, 0.0751, -0.8652)
O (1.6018, -0.4013, 0.1103)
O (0.9001, -0.2500, -2.0130)
C (1.6391, 3.4072, 3.4211)
O (1.2270, 4.7068, 3.8874)
H (2.7196, 3.2715, 3.5750)
H (1.1888, 2.5678, 3.9419)
H (1.5216, 3.4033, 2.3380)
H (1.4637, 5.2803, 3.1554)
C (0.6285, -3.3924, -1.1338)
O (-0.5529, -3.7612, -0.4164)
H (1.1683, -4.2847, -1.4895)
H (0.2532, -2.9006, -2.0271)
H (1.3708, -2.8588, -0.5391)
H (-0.2476, -4.1251, 0.4226)
C (-1.1581, 0.8713, -4.8556)
C (-0.5105, 2.2381, -4.9791)
O (-0.9310, 3.0753, -3.8950)
H (-2.2449, 0.9383, -4.8781)
H (-0.8211, 0.2698, -4.0106)
H (-0.9377, 0.2050, -5.7019)
H (-0.7666, 2.6269, -5.9689)
H (0.5825, 2.2174, -5.0303)
H (-0.3758, 2.7715, -3.1652)
C (-2.3050, -3.2930, 2.4874)
C (-2.1025, -1.9174, 1.8437)
O (-3.1518, -1.6930, 0.9225)
H (-1.4328, -3.6572, 3.0358)
H (-2.5674, -4.0163, 1.7147)
H (-3.1334, -3.2784, 3.1999)
H (-1.1453, -1.9502, 1.3137)
H (-1.9274, -1.0938, 2.5338)
H (-2.9457, -2.1124, 0.0856)
C (-4.2317, 1.2635, -2.8251)
C (-3.5216, 0.0606, -2.2286)
O (-3.9099, -1.1055, -2.9692)
H (-3.6740, 2.1782, -2.6512)
H (-5.2343, 1.3331, -2.3924)
H (-4.4638, 1.0892, -3.8771)
H (-3.8021, -0.0572, -1.1752)
H (-2.4295, 0.0793, -2.3086)
H (-3.4025, -1.8592, -2.6616)
O (6.2060, 0.1723, 2.6262)
H (7.0927, 0.3176, 2.9702)
H (5.6085, 0.3906, 3.3604)
O (4.7939, -0.0177, 0.1106)
H (3.9596, 0.3190, 0.4568)
H (5.3180, -0.1882, 0.9082)
O (-2.2296, 4.5591, -0.9173)
H (-2.8780, 4.2518, -1.5575)
H (-1.5658, 3.8536, -0.8920)
O (-0.7965, -3.0662, 5.7471)
H (-1.2724, -2.3057, 5.4001)
H (0.1307, -2.8594, 5.5731)
O (3.1095, -1.2924, -3.1851)
H (3.5587, -1.9686, -2.6676)
H (2.7410, -0.6815, -2.5248)

The LUMO energy is 2.3435 eV. As for the calculated total energy: -50566.38113 eV. The net charge is -1.

natural (NBO) atomic charge list, values in e, 2 entries: -0.5751, 0.6866

Asked for E_HOMO across the records above, the calculation gives -12.1, -8.3, -7.9 eV in order.